DFT (ωB97M-V/def2-TZVPD) results for a 2-piece molecular cluster, C18H42BN2O3P overall.

Geometry as ORCA input:
```
! wB97M-V def2-TZVPD RIJCOSX def2/J DEFGRID3
* xyz 0 1
N -0.015 4.867 -3.090
B -0.870 5.048 -4.264
O -0.326 5.684 -5.374
C -2.363 4.536 -4.344
N -3.247 5.270 -3.404
C -2.316 3.018 -3.990
O -2.190 2.724 -2.780
O -2.352 2.248 -4.971
H 0.173 3.880 -2.967
H -0.506 5.166 -2.257
H -0.371 5.111 -6.146
H -2.729 4.623 -5.366
H -3.200 6.266 -3.587
H -4.202 5.009 -3.613
C 0.501 2.775 -0.241
C -0.142 1.506 -0.791
C -1.163 0.896 0.159
C -0.572 0.137 1.356
P 0.013 -1.526 1.016
C -1.319 -2.377 0.132
C -2.750 -2.354 0.689
C -3.066 -3.234 1.902
C -2.605 -4.684 1.784
C 0.228 -2.392 2.582
C 1.255 -1.937 3.632
C 2.733 -2.191 3.332
C 3.053 -3.588 2.810
C 1.362 -1.715 -0.170
C 2.814 -1.239 0.017
C 3.047 0.186 0.548
C 3.539 1.148 -0.532
H 1.012 2.610 0.715
H 1.235 3.172 -0.941
H -0.259 3.542 -0.090
H 0.634 0.780 -1.061
H -0.674 1.753 -1.717
H -1.822 0.231 -0.404
H -1.802 1.693 0.539
H -1.358 -0.005 2.108
H 0.194 0.727 1.865
H -0.986 -3.400 -0.062
H -1.345 -1.899 -0.852
H -3.400 -2.669 -0.130
H -3.038 -1.325 0.915
H -4.149 -3.225 2.036
H -2.667 -2.791 2.818
H -3.134 -5.198 0.980
H -2.803 -5.223 2.709
H -1.535 -4.768 1.588
H 0.327 -3.459 2.374
H -0.747 -2.282 3.063
H 1.000 -2.462 4.555
H 1.112 -0.873 3.841
H 3.296 -2.020 4.251
H 3.095 -1.438 2.632
H 2.862 -4.348 3.569
H 4.103 -3.656 2.528
H 2.469 -3.845 1.923
H 0.973 -1.309 -1.108
H 1.399 -2.798 -0.341
H 3.295 -1.337 -0.958
H 3.333 -1.960 0.648
H 3.806 0.152 1.333
H 2.148 0.588 1.018
H 4.536 0.862 -0.869
H 3.599 2.166 -0.148
H 2.877 1.155 -1.399
*
```

- Orbital gap: 6.19 eV
- Energy above the lowest of the compared OMol25 structures with the same formula, charge and spin: 0.00 kJ/mol
- Calculated total energy: -38435.975 eV

Mulliken population analysis, charges in e, atoms 1 to 5:
1 N -0.5987
2 B 0.2719
3 O -0.5891
4 C 0.3918
5 N -0.6959